[1]
Entry from OMol25: a 3-piece molecular cluster, C19H29NO10P2 overall (the ωB97M-V functional and the def2-TZVPD basis).

The maximum force comes out at 6.831 eV/Å. The calculation puts the LUMO energy at -0.997 eV. For the total energy, the calculation gives -60715.2426 eV. Its SMILES is NC1=CC(=O)C=C(Cc2ccccc2)C1=O.COP(=O)(OC)OC.COP(=O)(OC)OC. As for the gap between HOMO and LUMO: 8.16 eV. The highest occupied orbital energy comes out at -9.156 eV.

```
! wB97M-V def2-TZVPD RIJCOSX def2/J DEFGRID3
* xyz 0 1
N 4.494 -2.651 2.545
C 3.959 -2.239 1.311
C 3.977 -0.987 0.851
C 3.348 -0.774 -0.484
O 3.833 -0.065 -1.337
C 2.092 -1.558 -0.699
C 2.041 -2.802 -0.231
C 0.849 -3.718 -0.330
C -0.477 -3.007 -0.129
C -1.591 -3.466 -0.825
C -2.802 -2.815 -0.688
C -2.942 -1.710 0.132
C -1.851 -1.263 0.862
C -0.641 -1.920 0.715
C 3.285 -3.284 0.455
O 3.733 -4.397 0.309
H 3.970 -2.213 3.294
H 4.357 -3.650 2.657
H 4.415 -0.169 1.404
H 1.222 -1.147 -1.198
H 0.934 -4.443 0.486
H 0.844 -4.295 -1.253
H -1.483 -4.320 -1.481
H -3.662 -3.176 -1.238
H -3.889 -1.196 0.218
H -1.898 -0.408 1.522
H 0.212 -1.564 1.281
C -2.519 4.266 2.506
O -1.512 4.664 3.439
P -0.982 3.489 4.446
O -0.816 2.322 3.542
O -2.378 3.451 5.280
C -2.948 4.668 5.771
O -0.182 2.978 5.787
C 1.259 3.018 5.764
H -3.037 5.174 2.201
H -2.058 3.803 1.637
H -3.231 3.578 2.959
H -3.825 4.923 5.175
H -2.245 5.500 5.735
H -3.255 4.508 6.803
H 1.620 4.034 5.607
H 1.642 2.363 4.981
H 1.610 2.668 6.731
C -1.260 1.189 -6.801
O -0.198 0.956 -5.870
P -0.006 -0.585 -5.414
O -0.097 -1.406 -6.633
O -1.347 -0.665 -4.504
C -1.668 0.400 -3.605
O 0.832 -1.467 -4.344
C 2.262 -1.575 -4.514
H -1.527 2.241 -6.713
H -0.919 0.984 -7.812
H -2.130 0.575 -6.572
H -2.508 0.969 -4.006
H -0.828 1.077 -3.447
H -1.957 -0.037 -2.650
H 2.728 -0.591 -4.471
H 2.508 -2.060 -5.459
H 2.643 -2.175 -3.692
*
```

Listed below, in e, are the Mulliken charges computed for each atom: -0.669, 0.536, -0.753, -0.170, -0.577, -0.095, 0.374, -1.000, 0.672, -0.479, -0.547, -0.545, -0.710, -0.260, -0.042, -0.570, 0.293, 0.294, 0.501, 0.808, 0.387, 0.397, 0.378, 0.369, 0.410, 0.624, 0.367, -0.622, -0.405, 1.074, -0.562, -0.362, -0.675, -0.259, -0.709, 0.240, 0.236, 0.338, 0.248, 0.327, 0.273, 0.314, 0.306, 0.236, -0.650, -0.360, 0.892, -0.707, -0.339, -0.570, 0.014, -0.722, 0.244, 0.261, 0.329, 0.275, 0.355, 0.113, 0.362, 0.371, 0.141

[2]
Entry from OMol25: an isolated molecule of C19H29NO4 (the ωB97M-V functional and the def2-TZVPD basis).

The maximum force comes out at 1.980 eV/Å. The calculation puts the LUMO energy at 0.667 eV. For the total energy, the calculation gives -29853.3397 eV. Its SMILES is CCCCCCCC[C@H]1OC(=O)O[C@@]1(OCCC)c1ccncc1. As for the gap between HOMO and LUMO: 10.58 eV. The highest occupied orbital energy comes out at -9.911 eV. Its energy relative to the best compared isomer or geometry (same formula, charge and spin) is 24.5 kcal per mole.

```
! wB97M-V def2-TZVPD RIJCOSX def2/J DEFGRID3
* xyz 0 1
C 5.971 1.871 0.925
C 6.491 0.716 0.055
C 5.626 -0.539 0.185
C 4.212 -0.367 -0.353
C 3.326 -1.553 0.040
C 2.021 -1.572 -0.782
C 0.807 -2.091 -0.010
C -0.521 -1.508 -0.539
C -0.817 -0.205 0.148
O 0.091 0.869 -0.063
C -0.451 1.828 0.742
O 0.131 2.567 1.427
O -1.796 1.773 0.612
C -2.168 0.502 0.025
O -3.108 -0.208 0.753
C -4.138 0.579 1.371
C -5.231 -0.369 1.806
C -4.858 -1.126 3.100
C -2.712 0.814 -1.363
C -3.183 2.080 -1.709
C -3.724 2.321 -2.969
N -3.828 1.377 -3.908
C -3.367 0.170 -3.579
C -2.814 -0.173 -2.349
H 5.193 1.508 1.595
H 6.751 2.276 1.561
H 5.550 2.669 0.325
H 6.494 1.026 -0.988
H 7.503 0.442 0.341
H 5.572 -0.770 1.251
H 6.095 -1.391 -0.308
H 4.211 -0.278 -1.437
H 3.776 0.519 0.108
H 3.874 -2.468 -0.178
H 3.088 -1.496 1.099
H 1.827 -0.577 -1.175
H 2.192 -2.231 -1.631
H 0.902 -1.807 1.038
H 0.785 -3.177 -0.036
H -0.439 -1.414 -1.618
H -1.314 -2.197 -0.264
H -0.806 -0.453 1.218
H -3.713 1.089 2.233
H -4.522 1.348 0.701
H -6.135 0.208 1.968
H -5.390 -1.090 1.011
H -4.827 -2.200 2.956
H -5.580 -0.915 3.883
H -3.891 -0.794 3.467
H -3.130 2.887 -0.995
H -4.088 3.312 -3.194
H -3.451 -0.603 -4.334
H -2.485 -1.179 -2.161
*
```

Listed below, in e, are the Mulliken charges computed for each atom: -1.112, -0.475, -0.930, -0.384, -0.761, -0.658, -1.141, -1.025, -0.264, -0.367, 0.523, -0.521, -0.539, 1.345, -0.267, -0.530, -0.447, -1.102, -0.013, -0.218, -0.506, -0.634, -0.582, -0.451, 0.308, 0.332, 0.280, 0.298, 0.372, 0.354, 0.410, 0.353, 0.226, 0.335, 0.372, 0.455, 0.330, 0.507, 0.539, 0.604, 0.440, 0.616, 0.352, 0.256, 0.403, 0.250, 0.294, 0.333, 0.311, 0.473, 0.386, 0.385, 0.481

[3]
Entry from OMol25: C19H30BN8SSe2Te2W as an isolated structure (the ωB97M-V functional and the def2-TZVPD basis).

The maximum force comes out at 0.150 eV/Å. The calculation puts the LUMO energy at -11.203 eV. For the total energy, the calculation gives -190706.1817 eV. As for the gap between HOMO and LUMO: 5.95 eV. The highest occupied orbital energy comes out at -17.152 eV. Its energy relative to the best compared isomer or geometry (same formula, charge and spin) is 0.0 kcal per mole.

```
! wB97M-V def2-TZVPD RIJCOSX def2/J DEFGRID3
* xyz 3 1
W 0.221 -0.903 0.921
C 2.381 -1.161 4.144
C 2.271 0.045 3.277
C 2.894 1.214 3.592
C 2.554 2.145 2.600
C 3.020 3.550 2.481
N 1.740 1.546 1.744
N 1.510 0.229 2.115
B 1.292 2.098 0.374
N 1.767 1.151 -0.727
N 1.254 -0.119 -0.822
C 1.715 -0.630 -2.006
C 1.462 -1.981 -2.592
C 2.508 0.316 -2.620
C 2.526 1.429 -1.791
C 3.224 2.727 -1.994
N -0.223 2.108 0.377
N -0.912 0.991 0.772
C -2.235 1.355 0.755
C -3.432 0.551 1.140
C -2.339 2.670 0.356
C -1.050 3.125 0.127
C -0.595 4.475 -0.302
H 3.116 -0.945 4.917
H 1.446 -1.371 4.673
H 2.725 -2.045 3.611
H 3.524 1.393 4.446
H 3.510 3.848 3.404
H 3.742 3.646 1.667
H 2.196 4.231 2.281
H 1.737 3.181 0.209
H 0.440 -2.325 -2.453
H 1.641 -1.926 -3.665
H 2.164 -2.719 -2.201
H 3.012 0.211 -3.566
H 3.844 2.669 -2.885
H 2.510 3.540 -2.128
H 3.863 2.974 -1.147
H -3.450 -0.442 0.691
H -3.537 0.476 2.225
H -4.319 1.075 0.789
H -3.250 3.237 0.264
H -1.460 5.108 -0.485
H 0.015 4.949 0.467
H -0.007 4.425 -1.218
Se -1.729 -1.438 2.491
Te 0.125 -2.968 2.846
Te 0.472 -3.616 0.220
Se 2.529 -2.406 0.697
C -2.828 -2.329 -3.622
N -2.926 -2.972 -2.316
C -3.696 -4.220 -2.152
C -3.629 -4.470 -0.639
N -2.596 -3.498 -0.196
C -2.358 -2.606 -1.195
S -1.442 -1.146 -1.040
H -2.560 -3.078 -4.366
H -2.072 -1.549 -3.595
H -3.790 -1.893 -3.885
H -3.220 -5.006 -2.738
H -4.712 -4.080 -2.518
H -3.331 -5.485 -0.395
H -4.576 -4.250 -0.149
H -2.675 -3.109 0.736
*
```

Listed below, in e, are the Mulliken charges computed for each atom: 0.131, -1.865, 1.106, -1.240, 0.816, -1.339, 0.716, -0.055, -1.269, 0.527, 0.938, 0.922, -1.630, -1.488, 0.850, -1.336, 0.799, 0.219, 0.985, -1.934, -1.359, 0.746, -1.351, 0.414, 0.313, 0.401, 0.554, 0.414, 0.286, 0.316, 0.008, 0.236, 0.490, 0.289, 0.592, 0.401, 0.271, 0.297, 0.291, 0.363, 0.450, 0.558, 0.402, 0.278, 0.281, -0.192, 0.205, 0.344, -0.092, -0.844, 0.008, -0.603, -0.611, 0.202, 0.385, -0.104, 0.342, 0.283, 0.367, 0.364, 0.387, 0.348, 0.307, 0.109

[4]
Entry from OMol25: C19H30Br2InO8 as an isolated structure (the ωB97M-V functional and the def2-TZVPD basis).

The maximum force comes out at 0.627 eV/Å. The calculation puts the LUMO energy at 2.445 eV. For the total energy, the calculation gives -181828.1312 eV. As for the gap between HOMO and LUMO: 7.29 eV. The highest occupied orbital energy comes out at -4.846 eV.

```
! wB97M-V def2-TZVPD RIJCOSX def2/J DEFGRID3
* xyz -1 1
C -4.428 2.457 0.135
C -3.791 1.900 1.372
Br -4.925 2.231 2.934
C -2.631 1.258 1.430
Br -1.984 0.587 3.101
In -1.308 0.881 -0.382
H -3.850 2.212 -0.755
H -5.451 2.079 0.046
H -4.513 3.546 0.222
H -2.329 0.191 -1.645
H -0.624 2.441 -0.858
H -0.061 -0.262 0.101
O 2.300 0.382 -1.242
C 2.431 -0.795 -1.121
O 2.182 -1.661 -2.148
C 2.239 -3.007 -1.659
C 3.107 -2.960 -0.408
C 2.789 -1.569 0.129
H 1.219 -3.325 -1.432
H 2.642 -3.649 -2.441
H 2.882 -3.760 0.290
H 4.159 -3.042 -0.696
H 1.908 -1.590 0.773
H 3.612 -1.094 0.646
O 0.632 -4.111 1.059
C -0.499 -4.364 0.771
O -0.893 -5.596 0.351
C -2.279 -5.562 -0.031
C -2.874 -4.363 0.700
C -1.680 -3.413 0.762
H -2.331 -5.450 -1.117
H -2.733 -6.511 0.246
H -3.748 -3.950 0.201
H -3.167 -4.654 1.710
H -1.601 -2.780 -0.125
H -1.663 -2.781 1.644
O 3.930 -2.244 3.023
C 4.412 -1.185 3.285
O 4.260 -0.088 2.498
C 5.047 0.999 3.006
C 5.271 0.686 4.482
C 5.298 -0.839 4.472
H 5.981 1.040 2.441
H 4.495 1.921 2.844
H 6.168 1.152 4.885
H 4.418 1.035 5.064
H 6.297 -1.233 4.275
H 4.904 -1.291 5.377
O -3.196 2.568 -3.178
C -3.052 3.707 -3.482
O -3.244 4.731 -2.602
C -3.093 5.992 -3.258
C -2.245 5.708 -4.495
C -2.667 4.281 -4.837
H -4.086 6.370 -3.518
H -2.624 6.686 -2.563
H -2.402 6.430 -5.295
H -1.188 5.722 -4.227
H -3.547 4.251 -5.483
H -1.873 3.687 -5.280
*
```

Listed below, in e, are the Mulliken charges computed for each atom: -0.734, 0.366, -0.284, -0.184, -0.239, 0.534, -0.057, 0.338, 0.294, -0.364, -0.399, -0.229, -0.588, 0.273, -0.423, -0.074, -0.756, 0.401, -0.024, 0.323, 0.311, 0.381, 0.230, 0.029, -0.498, 0.367, -0.400, -0.452, -0.487, 0.010, 0.258, 0.315, 0.352, 0.262, -0.004, 0.228, -0.547, 0.591, -0.327, -0.531, -0.478, -0.537, 0.274, 0.330, 0.322, 0.272, 0.256, 0.318, -0.478, 0.530, -0.294, -0.473, -0.474, -0.558, 0.263, 0.304, 0.312, 0.282, 0.262, 0.304

Q: maximum force of number 3 (C19H30BN8SSe2Te2W)?
A: 0.150 eV/Å

Q: The highest LUMO belongs to which entry?
A: C19H30Br2InO8

Please write out number 3 again, unchanged.
Entry from OMol25: C19H30BN8SSe2Te2W as an isolated structure (the ωB97M-V functional and the def2-TZVPD basis).

The maximum force comes out at 0.150 eV/Å. The calculation puts the LUMO energy at -11.203 eV. For the total energy, the calculation gives -190706.1817 eV. As for the gap between HOMO and LUMO: 5.95 eV. The highest occupied orbital energy comes out at -17.152 eV. Its energy relative to the best compared isomer or geometry (same formula, charge and spin) is 0.0 kcal per mole.

```
! wB97M-V def2-TZVPD RIJCOSX def2/J DEFGRID3
* xyz 3 1
W 0.221 -0.903 0.921
C 2.381 -1.161 4.144
C 2.271 0.045 3.277
C 2.894 1.214 3.592
C 2.554 2.145 2.600
C 3.020 3.550 2.481
N 1.740 1.546 1.744
N 1.510 0.229 2.115
B 1.292 2.098 0.374
N 1.767 1.151 -0.727
N 1.254 -0.119 -0.822
C 1.715 -0.630 -2.006
C 1.462 -1.981 -2.592
C 2.508 0.316 -2.620
C 2.526 1.429 -1.791
C 3.224 2.727 -1.994
N -0.223 2.108 0.377
N -0.912 0.991 0.772
C -2.235 1.355 0.755
C -3.432 0.551 1.140
C -2.339 2.670 0.356
C -1.050 3.125 0.127
C -0.595 4.475 -0.302
H 3.116 -0.945 4.917
H 1.446 -1.371 4.673
H 2.725 -2.045 3.611
H 3.524 1.393 4.446
H 3.510 3.848 3.404
H 3.742 3.646 1.667
H 2.196 4.231 2.281
H 1.737 3.181 0.209
H 0.440 -2.325 -2.453
H 1.641 -1.926 -3.665
H 2.164 -2.719 -2.201
H 3.012 0.211 -3.566
H 3.844 2.669 -2.885
H 2.510 3.540 -2.128
H 3.863 2.974 -1.147
H -3.450 -0.442 0.691
H -3.537 0.476 2.225
H -4.319 1.075 0.789
H -3.250 3.237 0.264
H -1.460 5.108 -0.485
H 0.015 4.949 0.467
H -0.007 4.425 -1.218
Se -1.729 -1.438 2.491
Te 0.125 -2.968 2.846
Te 0.472 -3.616 0.220
Se 2.529 -2.406 0.697
C -2.828 -2.329 -3.622
N -2.926 -2.972 -2.316
C -3.696 -4.220 -2.152
C -3.629 -4.470 -0.639
N -2.596 -3.498 -0.196
C -2.358 -2.606 -1.195
S -1.442 -1.146 -1.040
H -2.560 -3.078 -4.366
H -2.072 -1.549 -3.595
H -3.790 -1.893 -3.885
H -3.220 -5.006 -2.738
H -4.712 -4.080 -2.518
H -3.331 -5.485 -0.395
H -4.576 -4.250 -0.149
H -2.675 -3.109 0.736
*
```

Listed below, in e, are the Mulliken charges computed for each atom: 0.131, -1.865, 1.106, -1.240, 0.816, -1.339, 0.716, -0.055, -1.269, 0.527, 0.938, 0.922, -1.630, -1.488, 0.850, -1.336, 0.799, 0.219, 0.985, -1.934, -1.359, 0.746, -1.351, 0.414, 0.313, 0.401, 0.554, 0.414, 0.286, 0.316, 0.008, 0.236, 0.490, 0.289, 0.592, 0.401, 0.271, 0.297, 0.291, 0.363, 0.450, 0.558, 0.402, 0.278, 0.281, -0.192, 0.205, 0.344, -0.092, -0.844, 0.008, -0.603, -0.611, 0.202, 0.385, -0.104, 0.342, 0.283, 0.367, 0.364, 0.387, 0.348, 0.307, 0.109